(1)
This record from the OMol25 dataset describes a structure of composition C2H4AsCl4F6NiO4P at a distorted geometry. The level of theory is ωB97M-V with the def2-TZVPD basis set.

Last column: Mulliken charge in e.
Atoms and positions in Å:
Ni 0.0518 -0.6282 -0.3247  0.102
P -0.5933 -2.7987 -1.2412  0.847
O -1.6379 -1.9590 -0.4169  -0.475
O -0.7954 -1.3064 -1.8966  -0.483
O -1.3088 -3.2859 -2.4993  -0.667
O 0.8350 -2.4033 -0.7997  -0.629
As -2.4012 1.9364 -1.1087  2.073
F -3.1565 2.1251 0.4590  -0.500
F -3.7119 2.8914 -1.8486  -0.544
F -1.5577 1.7065 -2.6626  -0.492
F -1.1604 0.9429 -0.3048  -0.419
F -3.2661 0.4205 -1.3745  -0.462
F -1.4996 3.4015 -0.7655  -0.506
C 3.8286 0.7844 -0.6046  -0.367
Cl 4.6808 -0.5124 -1.5433  -0.204
Cl 2.0540 0.7236 -0.7979  0.080
H 3.9745 0.7272 0.4728  0.235
H 4.3360 1.7040 -0.8934  0.280
C 0.3842 -0.9753 3.7775  -0.370
Cl -1.1434 -0.2515 4.3563  -0.182
Cl 0.5616 -0.6163 2.0185  0.170
H 1.3071 -0.5793 4.1876  0.273
H 0.2187 -2.0472 3.8104  0.241

Results
⟨S²⟩: 2.05
multiplicity: 3
net charge: -2
relative energy (zero: lowest compared OMol25 entry of this formula, charge and spin): 528.8 kJ/mol
HOMO-LUMO gap (alpha / beta): 4.6 / 3.8 eV


(2)
This record from the OMol25 dataset describes a structure of composition C3H5N4O2 at a distorted geometry. The level of theory is ωB97M-V with the def2-TZVPD basis set.

Last column: Mulliken charge in e.
Atoms and positions in Å:
C 1.8877 1.6553 0.7063  -0.033
C -0.0560 1.2173 1.3426  -0.077
C -0.5053 -0.5945 -0.1278  0.406
N 1.4600 0.7227 -0.0461  -0.771
N 0.2124 0.4351 0.3075  0.658
N -1.6991 -1.0629 -0.0849  -0.332
N -0.0324 -1.2290 -1.9028  0.064
O -0.9245 -2.0427 -2.2096  -0.426
O 0.9572 2.0574 1.6104  -0.252
H 2.8504 1.9794 0.7876  0.446
H -1.0232 1.2548 1.9166  0.343
H -1.7501 -1.8800 -0.8695  0.366
H -2.3837 -1.2154 0.6901  0.285
H 1.0067 -1.2975 -2.1205  0.321

Results
net charge: +1
relative energy (zero: lowest compared OMol25 entry of this formula, charge and spin): 629.2 kJ/mol
HOMO-LUMO gap (alpha / beta): 6.9 / 9.0 eV


(3)
This record from the OMol25 dataset describes an isolated molecule of C5H4N2. The level of theory is ωB97M-V with the def2-TZVPD basis set.

Last column: Mulliken charge in e.
Atoms and positions in Å:
C 3.1489 0.5458 0.2447  -0.530
C 1.9226 0.3419 0.4415  -0.560
C 0.5312 0.1216 0.1933  0.670
C -0.2429 -1.0598 -0.0919  -0.165
C -1.5663 -0.6380 -0.1753  -0.435
N -1.6772 0.6668 0.1062  -0.673
N -0.4642 1.1001 0.3320  0.333
H 0.9025 0.0917 -0.9054  0.197
H 0.1927 -2.0282 -0.2929  0.428
H -2.4456 -1.2063 -0.4446  0.457
H -0.3019 2.0643 0.5923  0.277

Results
relative energy (zero: lowest compared OMol25 entry of this formula, charge and spin): 630.3 kJ/mol
HOMO-LUMO gap (alpha / beta): 7.2 / 7.2 eV


(4)
This record from the OMol25 dataset describes an isolated molecule of C7H13NOSi at a distorted geometry. The level of theory is ωB97M-V with the def2-TZVPD basis set.

Last column: Mulliken charge in e.
Atoms and positions in Å:
C 2.3161 1.1672 0.5147  -0.648
C 2.4927 -0.1184 -0.0178  1.111
C 0.1385 0.5323 0.7594  0.304
C 3.9138 -0.5225 -0.4261  -1.410
C -1.6831 0.4272 -1.7366  -1.091
C -2.7872 1.0915 1.1280  -1.090
C -1.7395 -1.7959 0.4719  -1.254
N 1.0400 1.3261 0.8427  -0.479
O 1.5390 -0.8548 -0.1198  -0.480
Si -1.5275 0.0240 0.2136  0.317
H 2.9628 1.8224 0.8679  0.510
H 3.9550 -1.5383 -0.3885  0.391
H 4.1435 -0.0792 -1.4790  0.267
H 4.5143 -0.0402 0.1995  0.426
H -0.7307 -0.0736 -2.1424  0.241
H -2.5385 0.0016 -2.1026  0.377
H -1.6227 1.4358 -1.9567  0.358
H -3.7566 0.8592 0.8758  0.368
H -2.7411 1.0798 2.1806  0.360
H -2.5238 2.1360 0.8665  0.254
H -0.8190 -2.2704 0.8303  0.352
H -2.5650 -2.2208 1.0272  0.430
H -1.9812 -2.3888 -0.4087  0.387

Results
⟨S²⟩: 2.02
multiplicity: 3
HOMO-LUMO gap (alpha / beta): 6.2 / 8.3 eV


(5)
This record from the OMol25 dataset describes a cluster of 8 separate species, C18H46N16O7 in total. The level of theory is ωB97M-V with the def2-TZVPD basis set.

Last column: Mulliken charge in e.
Atoms and positions in Å:
C 0.3466 1.1824 -0.8269  -1.213
C 1.3505 0.3198 -1.5822  -0.167
C 0.8296 -1.0484 -2.1115  -0.947
C -0.3917 -1.6407 -1.3871  -1.025
C -1.7305 -1.2849 -2.0722  -0.513
C -2.7673 -0.7484 -1.0796  -0.701
C -4.0832 -0.2180 -1.7164  2.067
C -5.3031 -0.7843 -0.9622  -2.069
C -4.2206 -0.6253 -3.1262  -0.728
N -4.3165 -0.9602 -4.2202  -0.560
C -4.1482 1.3288 -1.6859  -0.681
C -4.1248 1.8227 -0.3032  0.213
N -4.0860 2.0896 0.8126  -0.516
H -0.1195 0.6766 0.0166  0.189
H -0.4265 1.5863 -1.4869  0.271
H 0.8728 2.0436 -0.4088  0.503
H 1.6609 0.8976 -2.4589  0.267
H 2.2491 0.1565 -0.9973  0.226
H 0.6287 -0.9584 -3.1807  0.428
H 1.6456 -1.7697 -2.0217  0.374
H -0.2803 -2.7266 -1.3997  0.533
H -0.4090 -1.3516 -0.3369  0.484
H -2.1345 -2.1884 -2.5342  0.349
H -1.5707 -0.5623 -2.8751  0.548
H -2.2950 0.0643 -0.5260  0.106
H -3.0423 -1.5259 -0.3674  0.234
H -5.1739 -0.6389 0.1074  0.540
H -5.4482 -1.8411 -1.1738  0.460
H -6.2135 -0.2570 -1.2619  0.441
H -3.3396 1.7827 -2.2594  0.364
H -5.0883 1.6616 -2.1318  0.528
N -7.4350 -3.7277 2.1778  -0.408
C -6.7903 -2.5224 2.1374  0.678
N -7.5296 -1.4465 2.5447  -0.391
O -5.6363 -2.4116 1.7636  -0.609
H -8.3818 -3.8403 2.4849  0.155
H -6.9145 -4.5347 1.8898  0.220
H -7.0763 -0.5514 2.5398  0.230
H -8.4782 -1.5123 2.8597  0.158
N 3.9999 -1.4655 2.3063  -0.379
C 3.6540 -0.1542 2.1303  0.601
N 4.1931 0.7205 3.0287  -0.279
O 2.9119 0.2068 1.2310  -0.619
H 4.5931 -1.7864 3.0471  0.167
H 3.6111 -2.1322 1.6666  0.215
H 3.9612 1.6936 2.9402  0.134
H 4.8077 0.4482 3.7724  0.103
N 6.9663 3.2971 3.4721  -0.348
C 6.0629 3.6219 4.4446  0.653
N 6.3650 4.7040 5.1965  -0.322
O 5.0389 2.9624 4.6112  -0.699
H 7.8023 3.8219 3.3014  0.157
H 6.7556 2.5084 2.8891  0.221
H 5.7147 4.9741 5.9106  0.167
H 7.1922 5.2628 5.0874  0.140
N -6.3210 -3.8975 -6.4519  -0.384
C -5.3077 -4.0428 -7.3576  0.605
N -4.1513 -3.3986 -7.0397  -0.268
O -5.4341 -4.7064 -8.3756  -0.679
H -6.2347 -3.3510 -5.6157  0.147
H -7.1861 -4.3617 -6.6523  0.202
H -3.3801 -3.4921 -7.6748  0.145
H -4.0391 -2.8472 -6.2068  0.187
N 1.9433 1.1174 5.6119  -0.275
C 2.4877 0.8240 6.8276  0.531
N 3.7956 1.2109 6.9625  -0.297
O 1.8673 0.2705 7.7196  -0.671
H 2.4696 1.5626 4.8831  0.170
H 0.9838 0.8757 5.4521  0.190
H 4.2379 1.0250 7.8420  0.181
H 4.3025 1.7042 6.2451  0.244
N 8.3725 7.7846 8.4324  -0.410
C 8.6018 7.1607 7.2429  0.666
N 9.9071 6.8627 6.9764  -0.373
O 7.6947 6.8905 6.4689  -0.661
H 9.0965 8.0188 9.0841  0.165
H 7.4222 8.0171 8.6531  0.220
H 10.1102 6.4112 6.1053  0.198
H 10.6615 7.0786 7.5994  0.172
N -3.1299 -4.5395 -10.5032  -0.366
C -2.0319 -5.2997 -10.2147  0.638
N -0.9049 -4.9878 -10.9369  -0.394
O -2.0342 -6.1842 -9.3797  -0.624
H -3.1176 -3.8082 -11.1876  0.145
H -3.9869 -4.7249 -10.0050  0.270
H -0.0801 -5.5252 -10.7500  0.218
H -0.8732 -4.2667 -11.6311  0.156

Results
relative energy (zero: lowest compared OMol25 entry of this formula, charge and spin): 0.0 kJ/mol
structure (SMILES): CCCCCC[C@](C)(C#N)CC#N.NC(N)=O.NC(N)=O.NC(N)=O.NC(N)=O.NC(N)=O.NC(N)=O.NC(N)=O
HOMO-LUMO gap: 9.5 eV


(6)
This record from the OMol25 dataset describes a cluster of 13 separate species, C44H90N4O27 in total at a distorted geometry. The level of theory is ωB97M-V with the def2-TZVPD basis set.

Last column: Mulliken charge in e.
Atoms and positions in Å:
C 9.9885 10.6898 18.3086  -0.538
O 9.0794 10.9200 17.2663  -0.269
C 7.7743 10.5360 17.6952  -0.276
C 6.7572 10.9694 16.6487  -0.734
O 7.0667 10.4150 15.4173  0.030
C 6.1470 10.6921 14.3922  -0.175
C 5.9896 12.1175 13.9189  -0.671
O 7.2555 12.6689 13.6101  -0.343
C 7.6825 12.3820 12.2812  -0.533
H 9.7667 11.1828 19.2647  0.425
H 11.0079 10.9854 18.0650  0.362
H 9.9889 9.6254 18.5871  -0.126
H 7.4801 10.9964 18.6425  0.406
H 7.7725 9.4458 17.8021  0.103
H 6.7619 12.0646 16.6951  0.308
H 5.8231 10.6412 17.1320  0.313
H 5.1748 10.2379 14.6519  0.408
H 6.3703 10.0420 13.5419  -0.195
H 5.5281 12.7649 14.6656  0.371
H 5.3393 12.1012 13.0376  0.386
H 7.9151 11.3131 12.2404  0.139
H 8.5997 12.9067 12.0298  0.227
H 6.8788 12.6360 11.5865  0.323
C 6.8768 6.9664 28.8389  -0.857
O 7.4730 6.7506 27.5812  -0.179
C 7.8759 5.4042 27.3939  -0.798
C 8.4706 5.2691 25.9891  0.429
O 7.5048 4.7795 25.0850  -0.463
C 8.0012 4.9204 23.7565  0.116
C 6.9576 4.5248 22.7526  -0.664
O 7.4966 4.8402 21.4721  -0.121
C 6.5924 4.8912 20.3820  -0.788
H 7.5149 6.7081 29.6855  0.347
H 5.9059 6.4610 28.8696  0.321
H 6.5883 8.0127 28.9598  0.242
H 7.0633 4.6774 27.4950  0.356
H 8.6569 5.1833 28.1297  0.405
H 9.4253 4.7468 26.0984  0.240
H 8.6757 6.2900 25.6582  -0.267
H 8.9355 4.3541 23.6940  0.061
H 8.2368 5.9829 23.6162  0.054
H 5.9885 5.0303 22.8291  0.426
H 6.7542 3.4457 22.7558  0.282
H 7.1287 4.4656 19.5332  -0.078
H 6.4751 5.9532 20.1466  0.314
H 5.6184 4.4181 20.5001  0.608
C 3.3784 2.4828 10.9727  -0.553
O 4.7301 2.2346 11.2907  -0.483
C 5.4086 3.3851 11.7954  -0.106
C 5.0446 3.6527 13.2728  -0.277
O 3.8569 4.4056 13.3262  -0.263
C 3.5833 4.9434 14.6229  -0.608
C 3.2653 3.8940 15.6902  -0.835
O 4.5462 3.6547 16.2777  0.026
C 4.4873 3.1188 17.5992  -0.588
H 3.2955 3.1511 10.1087  0.236
H 2.8361 2.8346 11.8515  0.173
H 2.8998 1.5434 10.6841  0.305
H 5.2319 4.2571 11.1638  0.222
H 6.4747 3.1524 11.7968  0.205
H 5.9053 4.1514 13.7438  0.131
H 4.9177 2.7007 13.8019  0.288
H 2.7017 5.5663 14.4590  0.378
H 4.4602 5.5292 14.8933  0.311
H 2.7472 3.0402 15.2345  0.345
H 2.5413 4.2309 16.4403  0.556
H 3.9483 3.8205 18.2433  0.378
H 5.4703 2.9262 18.0270  -0.239
H 3.9980 2.1484 17.4568  0.421
C 9.0352 1.4293 19.0528  -0.584
O 7.6287 1.1588 18.9412  -0.076
C 7.0253 0.3467 19.8009  0.615
O 7.5380 -0.2277 20.7225  -0.584
O 5.7753 0.2137 19.3597  -0.196
C 4.8883 -0.6855 20.0044  -0.776
H 9.4370 0.7514 18.3017  0.315
H 9.4656 1.2475 20.0348  0.399
H 9.1901 2.4718 18.7852  -0.013
H 4.5643 -0.2276 20.9382  0.320
H 5.3011 -1.6754 20.1984  0.315
H 4.0348 -0.8509 19.3514  0.228
C 9.0158 9.0832 26.3814  -0.569
O 9.4112 9.8068 25.2113  -0.395
C 9.7549 9.1129 24.1288  0.784
O 9.7854 7.9131 24.0715  -0.540
O 9.9902 10.0038 23.1729  -0.386
C 10.4757 9.5405 21.9162  0.204
H 9.3679 9.7027 27.2046  0.273
H 9.4852 8.1054 26.3780  0.265
H 7.9325 9.0105 26.4369  0.285
H 11.3869 10.1085 21.7321  0.325
H 9.8111 9.8935 21.1250  -0.025
H 10.5723 8.4658 21.8036  -0.245
C 13.0494 6.1840 17.2048  -0.051
O 14.0213 5.3559 17.8896  -0.339
C 14.3703 5.6744 19.1238  0.757
O 13.7361 6.4015 19.8595  -0.547
O 15.5075 5.0938 19.4315  -0.345
C 16.0709 5.4096 20.6950  -0.663
H 12.6685 5.5638 16.3997  0.106
H 13.4269 7.1347 16.8409  0.341
H 12.2769 6.3075 17.9612  -0.066
H 15.5037 5.0153 21.5369  0.279
H 16.0764 6.4924 20.8411  0.296
H 17.1034 5.0785 20.7116  0.254
C 6.8430 7.5879 12.0776  0.126
O 5.4792 7.9175 11.8762  -0.257
C 4.7617 7.1436 11.1119  0.819
O 5.1741 6.4308 10.2334  -0.625
O 3.4850 7.1447 11.5389  -0.326
C 2.5649 6.3290 10.8442  -0.527
H 6.9165 6.6188 12.5749  -0.112
H 7.3241 8.4167 12.5808  -0.152
H 7.4311 7.4121 11.1724  0.367
H 1.5681 6.7625 10.9467  0.278
H 2.5437 5.3179 11.2463  0.090
H 2.7798 6.3926 9.7751  0.345
C 9.8688 6.5325 19.2092  -0.492
O 9.6431 6.8637 17.8517  0.082
C 9.3052 5.8982 16.9758  0.497
O 8.9916 4.7802 17.2514  -0.708
O 9.2585 6.4488 15.7707  0.224
C 9.2892 5.6202 14.6211  0.293
H 10.6557 5.7860 19.3023  0.341
H 8.9280 6.2604 19.6913  0.311
H 10.1770 7.4792 19.6522  -0.349
H 8.6775 4.7176 14.6522  -0.144
H 10.2718 5.3685 14.2260  -0.002
H 8.7684 6.2265 13.8782  -0.174
C 16.2504 5.3241 15.5068  -0.512
O 15.3694 6.2273 14.8910  -0.316
C 14.7296 5.9070 13.7820  0.828
O 14.8783 4.9790 13.0420  -0.554
O 13.8498 6.9210 13.6159  -0.285
C 12.9848 6.9498 12.5110  -0.513
H 17.3140 5.5213 15.3758  0.333
H 16.0636 4.2900 15.2065  0.328
H 16.0612 5.2922 16.5794  0.038
H 12.7058 7.9495 12.1838  0.269
H 12.0532 6.4204 12.7280  0.042
H 13.4189 6.4822 11.6229  0.377
C 10.5283 9.7169 14.8557  -0.182
C 10.1193 9.4382 13.4860  0.375
N 9.8035 9.1894 12.4099  -0.573
H 10.6276 8.7982 15.4278  -0.075
H 9.8055 10.4117 15.2817  0.071
H 11.4716 10.2655 14.8256  0.475
C 12.0793 2.8447 12.1669  -0.844
C 10.6319 3.0454 12.1891  0.525
N 9.4920 3.1484 12.2284  -0.449
H 12.3983 2.6086 13.1857  0.242
H 12.5353 3.7995 11.9110  0.154
H 12.3449 1.9734 11.5758  0.390
C 11.6923 5.7489 22.5101  0.030
C 11.6484 4.6891 23.5095  0.162
N 11.6754 3.8719 24.3153  -0.505
H 10.7088 6.1665 22.2922  -0.203
H 12.0542 5.3877 21.5485  0.163
H 12.3171 6.5580 22.8825  0.367
C 7.7858 1.9739 15.3962  -0.185
C 9.2018 1.5854 15.6007  0.039
N 10.2921 1.2387 15.6819  -0.647
H 7.6599 2.9531 15.8568  -0.079
H 7.1513 1.2608 15.9233  0.534
H 7.4623 1.9654 14.3584  0.369

Results
HOMO-LUMO gap: 9.6 eV


no.,DFT total energy (a.u.)
1,-6905.00189
2,-486.31738
3,-302.18825
4,-693.83626
5,-2116.52793
6,-3980.79649